# 1
The following is a quantum chemistry calculation of a 11-piece molecular cluster, C30H65BCl20N3O5PSi overall, from the OMol25 dataset.

Element x y z (Å)
H 4.70368 4.58327 -0.82857
N 3.79871 4.71990 -0.37428
C 3.06116 3.70812 -0.61841
N 1.72946 3.69196 -0.14191
N 3.46107 2.60668 -1.37721
C 2.72370 1.35288 -1.09900
C 3.52923 0.13255 -1.49810
C 3.50467 -0.17414 -3.00513
C 3.92300 -1.64794 -3.22592
Si 2.50515 -2.89380 -3.16299
C 0.86465 -2.28557 -3.86668
C 0.23998 -1.34681 -2.85229
C -1.20584 -0.75478 -3.27810
O -0.80382 -1.87109 -2.22294
B 2.26061 -3.73090 -1.35292
O 3.36918 -3.74906 -0.50172
C 0.92939 -4.39303 -0.85360
C 0.46742 -3.82641 0.51242
P 3.12857 -4.61085 -4.51017
O 2.34481 -4.51342 -5.74149
O 4.70526 -4.42882 -4.89350
O 2.99450 -6.06530 -3.78211
H 1.41171 4.64650 -0.02567
H 1.75491 3.23424 0.76775
H 4.45403 2.46725 -1.24430
H 2.58528 1.28899 -0.01916
H 1.72662 1.37588 -1.53010
H 3.15685 -0.74365 -0.96308
H 4.57977 0.25000 -1.22547
H 2.54094 0.07553 -3.44815
H 4.23879 0.44042 -3.52424
H 4.59097 -1.91597 -2.40140
H 4.52230 -1.76567 -4.12773
H 0.94119 -1.74811 -4.80725
H 0.15331 -3.10996 -3.88383
H 0.89151 -0.66059 -2.33534
H -2.22337 -1.15347 -3.32110
H -0.98903 -1.11721 -4.32001
H 3.52553 -4.66870 -0.23706
H 1.13318 -5.46205 -0.69212
H 0.11284 -4.35470 -1.57294
H -0.11445 -2.91556 0.38179
H 1.29989 -3.62319 1.17914
H -0.21168 -4.55870 0.94079
H 5.25406 -4.55688 -4.10296
H 3.79883 -6.21173 -3.25975
Cl 0.03274 6.40522 -1.31742
C -0.90350 5.22044 -2.26853
C -0.63879 5.33937 -3.74564
Cl -1.28806 6.85227 -4.42943
H -1.95730 5.36141 -2.04223
H -0.60372 4.23213 -1.92063
H -1.12798 4.52049 -4.27053
H 0.42568 5.30370 -3.96393
Cl 2.40174 7.12535 0.67987
C 1.74165 8.62777 1.36919
C 2.00680 8.73782 2.84817
Cl 1.08045 7.53470 3.78869
H 0.67531 8.66073 1.15430
H 2.22340 9.45543 0.85054
H 1.70294 9.72015 3.20662
H 3.06082 8.59941 3.07465
Cl 2.71222 9.93505 8.15586
C 2.69939 8.15323 8.13273
C 1.41928 7.60173 7.56204
Cl 0.02120 7.90288 8.62972
H 2.86666 7.80321 9.14828
H 3.53808 7.83683 7.51470
H 1.50238 6.52227 7.44734
H 1.19774 8.03242 6.58994
Cl -1.87163 10.74118 12.39599
C -2.31905 9.24560 11.53638
C -3.59254 9.40096 10.74675
Cl -5.02072 9.58515 11.79805
H -2.40103 8.44879 12.27121
H -1.49725 9.00964 10.86247
H -3.75679 8.51111 10.14116
H -3.54736 10.26376 10.08741
Cl -4.97316 7.05150 -6.44232
C -5.88970 6.77995 -4.93902
C -4.99727 6.37771 -3.79356
Cl -4.29707 4.75570 -4.02406
H -6.64509 6.02414 -5.13859
H -6.39106 7.71601 -4.69847
H -5.57618 6.34537 -2.87176
H -4.17609 7.07867 -3.66196
Cl 2.64543 -9.60171 -8.85819
C 2.21068 -8.18673 -7.86062
C 2.58115 -8.37369 -6.41433
Cl 1.58729 -9.62114 -5.61169
H 1.14521 -8.00835 -7.97741
H 2.75072 -7.33291 -8.26508
H 2.41632 -7.44669 -5.87155
H 3.62498 -8.65676 -6.30341
Cl -0.75035 -5.15140 3.49397
C -2.25366 -6.04347 3.85184
C -3.40889 -5.56335 3.01331
Cl -3.92119 -3.91179 3.45147
H -2.46019 -5.94138 4.91412
H -2.05871 -7.09310 3.63858
H -4.26935 -6.21168 3.16678
H -3.16276 -5.56654 1.95518
Cl -2.36907 -11.71942 -1.45882
C -2.29602 -11.35860 -3.20363
C -1.43769 -10.15713 -3.50224
Cl -2.16872 -8.64310 -2.90778
H -3.31334 -11.21816 -3.55965
H -1.87628 -12.23652 -3.69190
H -1.31757 -10.04952 -4.57885
H -0.45134 -10.25058 -3.05535
Cl -5.48275 -6.90429 0.59374
C -7.14449 -6.27183 0.48506
C -7.57493 -5.60661 1.76749
Cl -7.76765 -6.77640 3.09882
H -7.80062 -7.09679 0.22012
H -7.15771 -5.54576 -0.32604
H -8.54056 -5.12477 1.62383
H -6.85656 -4.85385 2.08490
Cl 0.66815 -0.27727 2.30959
C 2.10169 -0.24466 3.36600
C 2.39864 1.14338 3.87372
Cl 2.93703 2.22379 2.56216
H 2.94070 -0.64894 2.80419
H 1.89645 -0.90623 4.20622
H 3.20290 1.10454 4.60649
H 1.52739 1.59402 4.34180

Summary:
2S+1: 1
SMILES string: [H]/N=C(/N)NCCCC[Si@](C[C@H]1CO1)(B(O)CC)P(=O)(O)O.ClCCCl.ClCCCl.ClCCCl.ClCCCl.ClCCCl.ClCCCl.ClCCCl.ClCCCl.ClCCCl.ClCCCl

=====

# 2
The following is a quantum chemistry calculation of a 4-piece molecular cluster, C30H65N2O10 overall, from the OMol25 dataset.

Element x y z (Å)
C -0.00559 -1.16720 -3.49404
C 1.52269 -1.21346 -3.72970
C 2.39428 -0.93850 -2.48467
C 3.23039 -2.15270 -2.01869
C 2.64657 -2.91942 -0.77904
C 3.10727 -2.16715 0.45899
C 2.60562 -2.74840 1.78632
N 1.32746 -3.47636 1.61179
C 1.16963 -2.96475 -0.99959
N 0.84585 -3.99821 -1.68392
C 2.00668 -4.86022 -2.00665
C 2.93688 -4.42796 -0.87857
C 4.39743 -4.85186 -0.99279
C 4.52770 -6.29550 -0.55257
O 4.00791 -7.21846 -1.18931
H -0.44517 -2.14708 -3.66360
H -0.49543 -0.50240 -4.19404
H -0.24556 -0.84870 -2.48413
H 1.77355 -2.17583 -4.16704
H 1.77499 -0.47704 -4.48419
H 1.81005 -0.50367 -1.67758
H 3.11024 -0.17352 -2.76903
H 3.39355 -2.81550 -2.85894
H 4.21479 -1.79137 -1.74149
H 4.19369 -2.17299 0.44151
H 2.82022 -1.12493 0.35490
H 3.36369 -3.34102 2.29007
H 2.41912 -1.91239 2.45374
H 1.46013 -4.46360 1.78119
H 0.71265 -3.18718 2.36018
H 0.42571 -2.25428 -0.68127
H -0.09296 -4.22448 -1.97687
H 2.33673 -4.58383 -3.00407
H 1.76292 -5.91370 -2.04709
H 2.52544 -4.95262 -0.01901
H 5.01684 -4.21585 -0.36367
H 4.77503 -4.75390 -2.00752
H 5.07074 -6.47828 0.39230
C 5.74412 6.16510 -2.43542
O 6.10415 5.00991 -3.16430
C 6.40744 3.88420 -2.36435
C 5.83084 2.60780 -2.93752
O 4.41553 2.49324 -2.86548
C 3.62100 3.31128 -3.71415
C 3.68344 2.97473 -5.18767
O 4.91645 3.35695 -5.76671
C 5.42462 2.44641 -6.71689
H 6.62486 6.65349 -2.00664
H 5.26300 6.85347 -3.12818
H 5.03435 5.92806 -1.63566
H 6.03779 4.02005 -1.34210
H 7.49863 3.77217 -2.32113
H 6.20587 1.78840 -2.31783
H 6.19354 2.43249 -3.95124
H 3.81757 4.37004 -3.54440
H 2.59340 3.12088 -3.39158
H 2.87960 3.51972 -5.69905
H 3.51124 1.89993 -5.32461
H 5.35062 1.41275 -6.35975
H 6.47704 2.68214 -6.86561
H 4.90201 2.53839 -7.67455
C -1.91021 0.42834 -0.04768
O -2.30769 -0.92428 0.04490
C -1.66118 -1.65562 1.07073
C -2.61404 -2.54820 1.83957
O -3.51917 -1.86598 2.67646
C -4.61485 -1.17203 2.09101
C -5.69400 -2.04813 1.50081
O -5.26926 -2.67398 0.29678
C -5.72044 -4.00344 0.15002
H -0.93140 0.52535 -0.53585
H -2.65281 0.94969 -0.64858
H -1.87054 0.90222 0.93803
H -1.15620 -0.98154 1.77336
H -0.89948 -2.29372 0.60358
H -2.00077 -3.14617 2.52179
H -3.12350 -3.24784 1.17370
H -4.27217 -0.42698 1.37092
H -5.06961 -0.62614 2.92114
H -6.56178 -1.41827 1.27288
H -5.99627 -2.79977 2.23683
H -5.59473 -4.57405 1.07627
H -5.11537 -4.47226 -0.62574
H -6.77097 -4.03519 -0.15508
C -6.98747 5.83675 4.94781
O -6.24898 4.79357 5.54693
C -7.02366 3.66452 5.91023
C -6.32192 2.36479 5.58446
O -6.21668 2.06613 4.20066
C -5.30142 2.79506 3.40252
C -3.84274 2.48038 3.64791
O -3.37872 3.01210 4.87573
C -2.50744 2.16106 5.58529
H -7.54739 6.40704 5.69618
H -6.27830 6.50224 4.45760
H -7.67999 5.45323 4.19113
H -7.99761 3.68293 5.41011
H -7.19486 3.69521 6.99391
H -6.94133 1.56267 5.99283
H -5.35254 2.30515 6.08174
H -5.48660 3.86914 3.45184
H -5.52168 2.47795 2.37893
H -3.24510 2.92600 2.84025
H -3.70164 1.39287 3.62313
H -2.88026 1.13107 5.60381
H -2.45637 2.52509 6.61023
H -1.49969 2.17578 5.15382

Summary:
2S+1: 1
total charge: +1
energy above the lowest of the compared OMol25 structures with the same formula, charge and spin: 112.6 kcal/mol

=====

# 3
The following is a quantum chemistry calculation of a 3-piece molecular cluster, C30H67FN3O6P overall, from the OMol25 dataset.

Element x y z (Å)
C -9.92686 -2.53922 -0.02694
C -9.41201 -1.61487 -1.10423
O -10.06967 -1.21205 -2.01817
O -8.07102 -1.33870 -1.01939
C -7.67796 -0.38571 -0.01693
C -6.24329 -0.65323 0.40230
C -5.19210 0.04122 -0.46742
C -3.79111 0.08444 0.17103
C -2.71348 -0.71412 -0.57473
C -1.31538 -0.12036 -0.41059
C -0.21737 -0.98673 -1.04130
C 1.09775 -0.90663 -0.30058
O 1.48801 0.48327 -0.24279
P 2.59673 0.89992 0.80680
O 2.27427 0.65503 2.21388
O 2.88590 2.41189 0.43180
C 2.38700 3.47254 1.27855
C 3.51128 4.11720 2.09323
C 3.16883 4.28307 3.58036
C 3.54922 3.03984 4.38415
C 3.07025 3.01802 5.86317
N 2.40553 4.19968 6.39675
O 3.87278 0.14310 0.23936
C 5.12026 0.34185 0.90707
C 5.85248 -0.97887 1.03414
C 7.08173 -0.83738 1.90257
F 5.00210 -1.92332 1.58123
H -9.68088 -2.16182 0.96575
H -9.43789 -3.50800 -0.13354
H -11.00331 -2.64600 -0.12361
H -8.35515 -0.44091 0.83992
H -7.77604 0.61169 -0.45535
H -6.07671 -1.73284 0.38268
H -6.11848 -0.32787 1.43950
H -5.53663 1.05452 -0.68925
H -5.13009 -0.47720 -1.42788
H -3.85852 -0.30331 1.19197
H -3.45393 1.12018 0.26043
H -2.95935 -0.75109 -1.64140
H -2.70532 -1.75129 -0.22440
H -1.10280 0.01920 0.65411
H -1.31027 0.86313 -0.88459
H -0.53855 -2.03246 -1.06090
H -0.05934 -0.68558 -2.07978
H 1.88339 -1.46905 -0.80801
H 1.00173 -1.29855 0.71625
H 1.93285 4.19214 0.59919
H 1.60627 3.07867 1.93135
H 3.75504 5.08907 1.65883
H 4.41075 3.50545 1.98789
H 3.69895 5.15739 3.96779
H 2.10119 4.49199 3.69043
H 3.14291 2.16581 3.86894
H 4.63863 2.94147 4.35397
H 2.38208 2.18212 5.99277
H 3.92739 2.80484 6.50548
H 1.45639 4.28857 6.06665
H 2.90598 5.05448 6.20216
H 4.96589 0.78792 1.89460
H 5.72465 1.01898 0.29981
H 6.13137 -1.32767 0.03614
H 6.80938 -0.65294 2.94118
H 7.69433 -0.00276 1.55075
H 7.69082 -1.73799 1.83536
C 10.31416 0.51925 4.68561
C 10.97685 0.42852 3.31958
N 10.57767 1.48881 2.40980
C 11.00260 1.25784 1.03933
C 12.50593 1.23500 0.73709
C 10.74953 2.84383 2.90969
C 12.15857 3.27922 3.33391
H 9.22696 0.52028 4.59239
H 10.60357 -0.34245 5.28821
H 10.61276 1.41297 5.23401
H 10.68372 -0.51890 2.85765
H 12.06765 0.37307 3.46368
H 10.52436 2.01573 0.41214
H 10.57576 0.29755 0.73156
H 12.94154 2.23322 0.74420
H 12.67167 0.81427 -0.25634
H 13.05467 0.61828 1.44949
H 10.07902 2.97290 3.76183
H 10.37362 3.52190 2.13917
H 12.65962 2.50681 3.91931
H 12.09535 4.17238 3.95805
H 12.79313 3.52060 2.48255
C -11.76495 -5.51173 -5.60992
C -11.38674 -4.06245 -5.34514
N -10.03177 -3.73702 -5.75479
C -9.57787 -2.44829 -5.25539
C -10.28021 -1.18362 -5.76157
C -9.70122 -4.03809 -7.13689
C -10.55081 -3.38591 -8.23691
H -11.05764 -6.19026 -5.13074
H -12.75962 -5.71055 -5.20843
H -11.79313 -5.74308 -6.67518
H -11.44286 -3.87456 -4.26931
H -12.14624 -3.41021 -5.80636
H -8.50650 -2.36913 -5.46193
H -9.67275 -2.47202 -4.16792
H -9.98627 -0.92552 -6.77905
H -10.01287 -0.34490 -5.11680
H -11.36600 -1.28289 -5.73354
H -9.74680 -5.12183 -7.26628
H -8.65091 -3.77223 -7.28195
H -11.61516 -3.42684 -7.99997
H -10.40486 -3.91676 -9.17983
H -10.28413 -2.34335 -8.40349

Summary:
2S+1: 1
SMILES string: CC(=O)OCCCCCCCCO[P@](=O)(OCCCCCN)OC[C@@H](C)F.CCN(CC)CC.CCN(CC)CC
energy above the lowest of the compared OMol25 structures with the same formula, charge and spin: 0.0 kcal/mol

=====

# 4
The following is a quantum chemistry calculation of C30H68N2O3Si2 as an isolated structure, from the OMol25 dataset.

Element x y z (Å)
C 4.84462 0.37813 2.95328
C 5.59077 0.91383 2.19026
Si 6.77367 1.67372 0.91233
C 8.33143 0.59480 0.80300
C 8.06934 -0.96690 0.84502
C 7.62403 -1.58034 -0.55176
C 6.45700 -2.65390 -0.42004
C 5.22238 -1.92551 0.23432
C 3.81683 -2.47546 -0.23724
C 3.76385 -4.04127 -0.44446
C 2.27633 -4.50253 -0.10968
C 1.31493 -4.10071 -1.30252
C -0.14278 -3.69796 -0.83146
C -0.49665 -2.25329 -1.40185
C -2.04475 -2.09907 -1.75232
C -2.16109 -1.10823 -2.97518
C -3.51046 -0.27276 -2.97937
C -3.41165 1.06264 -2.15641
C -3.35996 0.83354 -0.57461
C -4.63591 0.09837 -0.03773
C -4.45401 -0.71430 1.30961
C -3.09493 -0.50345 2.06399
C -3.16185 -1.40000 3.38472
O 5.93423 1.59895 -0.57599
Si 6.73241 2.39209 -1.85924
H 4.28453 -0.35768 3.55274
H 7.11782 3.03871 1.32152
H 8.91612 0.81534 -0.12385
H 8.96995 0.86340 1.68866
H 7.40026 -1.24903 1.69488
H 9.06666 -1.43963 1.07769
H 7.32798 -0.74351 -1.24633
H 8.54214 -2.03556 -1.01851
H 6.22702 -3.04194 -1.44860
H 6.85628 -3.49619 0.20125
H 5.34684 -1.96126 1.34545
H 5.26572 -0.85761 -0.11913
H 3.07340 -2.23133 0.57549
H 3.47150 -1.90202 -1.13774
H 4.52635 -4.60001 0.14593
H 3.89120 -4.23805 -1.54678
H 2.22979 -5.61443 0.01636
H 1.92390 -4.05822 0.86271
H 1.75286 -3.21027 -1.82992
H 1.21005 -4.91853 -2.05610
H -0.22160 -3.65603 0.28989
H -0.93686 -4.41052 -1.17334
H -0.21646 -1.46999 -0.64756
H 0.05220 -2.04902 -2.35729
H -2.58320 -1.71728 -0.84996
H -2.49270 -3.08163 -2.05329
H -1.30846 -0.37072 -2.95418
H -2.02979 -1.66603 -3.94491
H -3.65739 0.03129 -4.05686
H -4.38261 -0.92090 -2.72361
H -2.39848 1.49569 -2.40316
H -4.15821 1.83681 -2.45692
H -3.38485 1.87236 -0.14062
H -2.39245 0.31756 -0.38543
H -5.10564 -0.60438 -0.77970
H -5.43055 0.87214 0.15740
H -5.26645 -0.38910 2.02137
H -4.61377 -1.81800 1.16052
H -2.88744 0.54475 2.37994
H -2.27410 -0.95797 1.44462
H -3.06147 -2.47835 3.10100
H -4.16844 -1.19979 3.84349
H -2.40216 -1.08296 4.14586
H 8.16547 2.08884 -1.95290
H 6.52691 3.84176 -1.65986
H 6.08345 1.94484 -3.10994
C -7.22433 1.95616 7.51619
C -7.32445 0.85069 6.46920
C -5.97982 0.16231 6.16968
O -5.10293 0.91716 5.34673
C -4.35688 1.90712 6.03391
N -7.93392 1.40072 5.25285
H -6.78862 2.87255 7.11595
H -8.21811 2.21427 7.88846
H -6.62292 1.63546 8.37061
H -7.99635 0.08581 6.87179
H -6.19006 -0.75320 5.60714
H -5.47239 -0.14974 7.09130
H -4.08616 1.59029 7.04478
H -4.91171 2.84718 6.06505
H -3.44060 2.08637 5.46814
H -8.09156 0.64122 4.59447
H -7.22823 1.97470 4.79383
C 0.85934 4.39552 -6.12455
C -0.62218 4.25900 -5.78578
C -0.88484 3.54021 -4.44942
O -0.72531 2.13028 -4.49859
C 0.61639 1.68516 -4.38795
N -1.30645 3.59504 -6.90128
H 1.29324 3.46201 -6.48530
H 0.99887 5.13601 -6.91518
H 1.43286 4.72649 -5.25497
H -1.02581 5.27239 -5.69230
H -1.93343 3.70454 -4.18078
H -0.28553 3.96916 -3.63624
H 1.20686 2.32007 -3.72171
H 1.08122 1.63205 -5.37470
H 0.59937 0.67278 -3.97929
H -2.30705 3.59573 -6.71732
H -1.05576 2.60812 -6.86553

Summary:
2S+1: 1
energy above the lowest of the compared OMol25 structures with the same formula, charge and spin: 0.0 kcal/mol

=====

Quick rundown of HOMO-LUMO gap, same order as above: 8.43, 7.31, 8.41, 9.81 eV